(1)
Below is a molecular structure, C3H3BrO, with properties calculated with ωB97M-V/def2-TZVPD.

```
8
Properties=species:S:1:pos:R:3
C -0.0057 0.5262 0.1464
C -0.3649 -0.5711 0.8776
C 0.5276 -0.3920 -0.7995
O 0.1743 -1.4912 -0.0806
Br 3.6735 0.0073 0.0440
H -0.0783 1.5864 0.2376
H -0.8396 -0.8738 1.7857
H 0.9901 -0.4261 -1.7653
```

Results
- LUMO level (Eh) = -0.11242
- gap between HOMO and LUMO (eV) = 5.538


(2)
Below is a single C4H5NOS molecule, with properties calculated with ωB97M-V/def2-TZVPD.

```
12
Properties=species:S:1:pos:R:3
C -0.7464 2.2106 -0.1239
C 0.3295 1.3147 0.0640
C 0.5199 -0.2336 0.0048
C 1.9162 -0.7508 -0.0748
O 2.8896 -0.0995 0.0877
N -0.3014 -1.1687 -0.1183
S -2.0256 -0.7369 0.0473
H -1.9709 1.8826 -0.4037
H -0.4086 3.2000 -0.1239
H 1.4753 1.6848 0.3703
H 2.0889 -1.8109 -0.3488
H -1.8970 0.5640 0.6554
```

Results
- SMILES = C=C/C(C=O)=N\S
- LUMO level (Eh) = -0.01861
- gap between HOMO and LUMO (eV) = 8.910


(3)
Below is a single C17H25N3OS molecule, with properties calculated with ωB97M-V/def2-TZVPD.

```
47
Properties=species:S:1:pos:R:3
C -3.8371 -1.1523 1.4280
C -3.9739 -0.1138 0.3047
C -4.5262 1.1985 0.8708
N -2.7788 0.1577 -0.4713
C -2.4987 -0.6789 -1.6141
C -1.5127 -1.8226 -1.3380
N -0.3011 -1.2552 -0.7832
C 0.7869 -2.2016 -0.6510
C 2.0589 -1.4642 -0.4339
N 2.9857 -1.7912 0.3769
C 4.0292 -0.9087 0.3586
C 5.1835 -0.9911 1.1305
C 6.1404 -0.0070 1.0004
C 5.9648 1.0557 0.1164
C 4.8271 1.1574 -0.6601
C 3.8633 0.1713 -0.5371
S 2.3385 0.0161 -1.3601
C -0.6109 -0.5991 0.4736
C -1.5736 0.5739 0.2195
C -0.8656 1.6655 -0.6010
C 0.0662 2.5388 0.2393
O 0.8002 3.4463 -0.5475
H -4.8080 -1.3177 1.8894
H -3.1504 -0.8057 2.1968
H -3.4810 -2.1030 1.0382
H -4.7097 -0.4943 -0.4141
H -3.9029 1.5747 1.6777
H -4.5659 1.9486 0.0863
H -5.5289 1.0423 1.2603
H -2.0582 -0.0456 -2.3923
H -3.4342 -1.0881 -1.9995
H -1.9617 -2.5656 -0.6543
H -1.2735 -2.3242 -2.2791
H 0.6500 -2.9218 0.1746
H 0.8644 -2.7671 -1.5869
H 5.3057 -1.8177 1.8119
H 7.0413 -0.0578 1.5932
H 6.7296 1.8132 0.0367
H 4.6887 1.9798 -1.3444
H -1.0562 -1.3117 1.1890
H 0.3144 -0.2235 0.9148
H -1.8609 0.9998 1.1841
H -0.2839 1.1866 -1.3910
H -1.6216 2.2991 -1.0659
H -0.5079 3.1534 0.9371
H 0.7548 1.9097 0.8232
H 1.2897 2.9408 -1.2073
```

Results
- SMILES = CC(C)N1CCN(Cc2nc3ccccc3s2)C[C@H]1CCO
- LUMO level (Eh) = 0.02311
- gap between HOMO and LUMO (eV) = 8.691


(4)
Below is a gas-phase ion, C7H9N2 (charge +1), with properties calculated with ωB97M-V/def2-TZVPD.

```
18
Properties=species:S:1:pos:R:3
C -0.9721 -1.3775 1.4495
C -0.1970 -0.3074 0.7271
C 1.1260 -0.7904 0.1110
C 0.4889 -1.0942 -1.1452
N -0.5010 -0.5828 -1.6373
C -0.8607 0.4244 -0.5406
C -0.2006 1.7130 -0.9615
N 1.1992 1.7396 -0.9022
C 1.7894 0.6878 -0.4728
H -1.3524 -2.2112 1.0450
H -1.9457 -0.8364 1.6552
H -0.3712 -1.8851 2.2955
H 0.2349 0.3132 1.4652
H 1.7731 -1.4272 0.6688
H -1.9047 0.6118 -0.6763
H -0.4638 1.9006 -2.0221
H -0.6441 2.5761 -0.4401
H 2.8020 0.5456 -0.6190
```

Results
- SMILES = C[C@H]1[C@H]2C#[N+][C@@H]1CN=C2
- LUMO level (Eh) = -0.26253
- charge = +1
- gap between HOMO and LUMO (eV) = 7.261


(5)
Below is 7 unconnected molecules or ions with the total composition C21H44ClN15O8P, with properties calculated with ωB97M-V/def2-TZVPD.

```
90
Properties=species:S:1:pos:R:3
C 0.5245 -0.2387 2.0468
C -0.1885 0.1389 0.9811
N 0.0894 -0.4424 -0.3247
C -0.4752 -1.6492 -0.7130
C -1.4215 -2.4295 0.1405
C -2.7816 -1.7502 0.2614
C -3.0926 -1.1417 1.4726
C -4.2876 -0.4749 1.6613
C -5.2001 -0.3934 0.6234
C -4.9093 -1.0153 -0.5770
C -3.7176 -1.7013 -0.7724
C -3.4829 -2.3743 -2.1005
C 0.0118 -1.9069 -1.9713
C -0.2104 -3.0981 -2.8395
C 0.9972 -4.0529 -2.7154
N 0.8069 -0.8316 -2.3090
Cl 1.5595 -0.7427 -3.8107
C 0.8572 0.0676 -1.3009
P 1.7542 1.6586 -1.2370
N 2.4535 1.8560 0.1221
O 0.6647 2.7727 -1.5105
O 2.7590 1.7898 -2.4586
H 1.6040 -0.3560 1.9970
H 0.0639 -0.4495 3.0027
H -0.9812 0.8735 1.0150
H -1.0360 -2.4826 1.1585
H -1.4877 -3.4568 -0.2166
H -2.4082 -1.1859 2.3111
H -4.5076 -0.0008 2.6082
H -6.1332 0.1430 0.7204
H -5.6246 -0.9561 -1.3861
H -2.7993 -1.8159 -2.7406
H -3.1091 -3.3858 -1.9245
H -4.4283 -2.5076 -2.6226
H -0.3829 -2.8044 -3.8733
H -1.0724 -3.6231 -2.4416
H 0.8880 -4.9134 -3.3682
H 1.0460 -4.3824 -1.6763
H 1.9365 -3.5318 -2.8993
H 2.3040 1.0348 0.6945
H 0.0634 2.5338 -2.2378
H 3.2608 0.9793 -2.6172
C -3.5203 2.5098 -3.0021
O -3.8893 1.6766 -2.1871
N -4.1041 2.6951 -4.2121
N -2.4520 3.3404 -2.7623
H -3.7825 3.3927 -4.8633
H -4.8834 2.1102 -4.4469
H -2.0100 3.2434 -1.8675
H -2.1177 4.0191 -3.4278
C 3.6841 6.2151 0.7159
O 4.1551 7.1275 1.3648
N 2.8852 5.2489 1.2623
N 3.9190 6.0768 -0.6309
H 2.4963 4.4858 0.7385
H 2.6949 5.3133 2.2449
H 4.5015 6.7668 -1.0657
H 3.5434 5.3313 -1.1839
C 3.6947 0.8644 3.5361
O 2.4930 0.9700 3.7740
N 4.5247 0.1136 4.3054
N 4.2502 1.4852 2.4556
H 5.5050 0.0109 4.1266
H 4.1139 -0.3630 5.0929
H 3.6262 2.0389 1.8945
H 5.2154 1.4058 2.1982
C 3.1526 -3.3010 5.0622
O 3.3790 -2.3367 5.7708
N 3.9359 -4.4159 5.0486
N 2.0757 -3.3201 4.2127
H 3.7550 -5.2137 4.4697
H 4.7298 -4.4264 5.6617
H 1.5004 -2.4976 4.2003
H 1.8490 -4.0866 3.6048
C -1.6747 5.2706 -6.4380
O -2.0989 4.4764 -5.6013
N -0.3470 5.5357 -6.5737
N -2.5016 5.9374 -7.2840
H 0.0216 6.1799 -7.2474
H 0.2855 5.0576 -5.9612
H -3.4858 5.7624 -7.2043
H -2.1788 6.5894 -7.9736
C -0.9327 -5.4721 5.0315
O -1.1028 -5.0789 3.8829
N -0.0303 -4.8710 5.8580
N -1.6194 -6.5285 5.5522
H 0.1583 -5.1538 6.8007
H 0.4580 -4.0928 5.4508
H -2.2860 -6.9827 4.9567
H -1.4932 -6.8630 6.4882
```

Results
- LUMO level (Eh) = -0.11944
- charge = +1
- gap between HOMO and LUMO (eV) = 7.855


(6)
Below is a gas-phase ion, C5H11N2O (charge +1), with properties calculated with ωB97M-V/def2-TZVPD.

```
19
Properties=species:S:1:pos:R:3
C -1.2244 1.3598 0.0969
C -0.1151 0.7946 -0.3613
C 0.4872 1.3108 -1.6727
C 0.5886 -0.0824 0.5246
N 1.4792 0.4493 1.3314
N 0.0711 -1.2160 0.6816
C -0.7763 -1.6566 -0.3889
O 0.4976 -2.1356 1.6065
H -1.7142 1.0576 1.0818
H -1.7111 2.0353 -0.5150
H 0.5994 0.4994 -2.4960
H 1.4987 1.6815 -1.4858
H -0.0944 2.1125 -2.0369
H 1.8286 1.3367 1.2381
H 1.8339 -0.0095 2.1888
H -1.2622 -0.8358 -0.9340
H -0.1912 -2.2066 -1.2075
H -1.6401 -2.3399 -0.0227
H -0.1553 -2.1550 2.3711
```

Results
- SMILES = C=C(C)C(=[NH2+])N(C)O
- LUMO level (Eh) = -0.11925
- charge = +1
- gap between HOMO and LUMO (eV) = 10.951


Max |F|: 0.044 0.091 0.021 0.096 0.039 0.087 (Eh/bohr)